[1]
57
Properties=species:S:1:pos:R:3:forces:R:3:nbo_charge:R:1 method="wB97M-V/def2-TZVPD" relative_energy_kj_mol=147.8 molar_mass_g_mol=375.51 homo_energy_ev=-8.061 lumo_energy_ha=0.0271
O 4.083099 -2.833470 -1.170234 0.185 0.034 -0.298 -0.7092
O 0.807608 -2.474490 0.335485 -0.168 0.018 0.152 -0.5254
N 3.823032 -0.381817 0.144913 0.384 -0.040 -0.129 -0.6613
C -0.957359 -1.634077 -1.122316 0.316 -0.211 -0.005 -0.3196
C -6.705488 1.246171 -0.406910 -0.080 0.047 -0.013 -0.2236
C 5.282922 3.477207 -1.358185 -0.181 -0.161 -0.030 -0.5978
C 3.131990 -2.729990 -0.142383 -0.589 0.250 0.512 0.0831
C 1.730231 -2.496191 -0.730910 0.436 -0.158 -0.310 -0.0953
C 3.507576 0.821583 0.909139 0.092 0.220 0.132 -0.0439
C -6.525482 0.231340 0.518114 -0.087 0.027 0.062 -0.2064
C 1.293078 1.525150 1.876511 0.072 0.001 -0.002 -0.2147
C 1.405951 1.079102 -0.467073 0.025 0.014 -0.005 -0.2400
C -0.413079 -1.908850 0.126799 -0.221 0.070 0.111 0.3937
C 3.473631 -1.607012 0.852486 0.031 -0.462 -0.139 -0.2517
C -1.151773 -1.602725 1.269841 0.207 -0.165 -0.092 -0.2631
C -2.200688 -1.036863 -1.217461 -0.150 0.026 0.191 -0.1765
C 2.037426 1.144356 0.768296 -0.021 -0.081 0.156 -0.0384
C -5.653714 1.620240 -1.226372 -0.085 0.062 -0.075 -0.1930
C -4.431643 0.982520 -1.123531 0.031 -0.060 0.055 -0.2396
C -0.663389 1.792289 0.515079 -0.068 0.084 0.006 -0.2314
C -2.391765 -1.014827 1.163814 0.011 -0.042 -0.149 -0.1827
C 4.393283 2.002199 0.475442 -0.200 -0.227 -0.178 -0.3918
C -4.238042 -0.039191 -0.195993 -0.213 0.117 -0.020 0.0449
C -5.302541 -0.404250 0.625120 0.067 0.007 -0.031 -0.2195
C 0.068530 1.406862 -0.594279 -0.026 0.104 -0.071 -0.1474
C 4.262085 2.406718 -0.990000 0.192 0.138 0.164 -0.4050
C -2.934153 -0.707222 -0.083513 0.208 -0.136 -0.073 -0.1102
C -0.047628 1.844276 1.752854 -0.079 0.095 0.064 -0.2069
H -7.343713 -0.067265 1.157596 -0.057 -0.029 0.040 0.2123
H 1.972901 0.768975 -1.331224 0.054 -0.045 -0.081 0.2198
H -0.422659 -1.886882 -2.024733 0.081 -0.025 -0.067 0.2214
H -0.405387 1.361300 -1.563839 -0.038 -0.018 -0.070 0.2036
H 4.149664 -1.961055 -1.580107 -0.030 0.003 0.001 0.4697
H -3.610024 1.290012 -1.754433 0.091 0.029 -0.053 0.2109
H 4.409433 1.530836 -1.624426 -0.100 -0.020 -0.072 0.1963
H 3.140159 -3.691296 0.379831 -0.040 0.094 -0.008 0.1827
H -2.615734 -0.840224 -2.195554 -0.039 0.020 -0.089 0.2140
H 3.257660 2.791533 -1.170599 -0.010 -0.080 -0.068 0.2092
H 4.146007 2.859015 1.106548 0.059 -0.001 0.052 0.2121
H 1.768084 1.572240 2.847141 0.063 -0.023 0.099 0.2073
H -5.172772 -1.206256 1.337205 0.014 -0.080 0.056 0.2117
H 5.435246 1.734549 0.677677 0.059 0.022 0.070 0.1949
H -0.613378 2.134771 2.626004 -0.057 0.019 0.080 0.2119
H 1.494558 -3.300953 -1.440388 0.019 0.122 0.058 0.1837
H -7.660836 1.743347 -0.488767 -0.069 0.036 -0.005 0.2124
H 4.280496 -1.944226 1.519531 -0.087 0.073 -0.037 0.1828
H 3.717027 0.659605 1.984146 -0.086 0.011 -0.181 0.1753
H -0.721780 -1.826749 2.233379 0.068 0.000 0.126 0.2217
H 5.148935 4.360508 -0.737498 0.034 0.131 0.048 0.2015
H -1.708575 2.044693 0.416934 -0.110 0.006 -0.008 0.2171
H 1.726525 -1.534203 -1.257854 -0.016 -0.067 0.011 0.1833
H 6.297044 3.109623 -1.214113 0.130 0.012 0.007 0.1981
H -2.937425 -0.759629 2.060172 -0.047 0.040 0.097 0.2152
H 2.582785 -1.425635 1.456212 0.077 0.018 0.042 0.2204
H 4.815960 -0.390255 -0.071094 -0.102 0.030 0.098 0.3632
H 5.169978 3.769959 -2.399293 0.056 0.089 -0.087 0.2093
H -5.786489 2.414501 -1.947007 -0.004 0.059 -0.045 0.2109

=====

[2]
113
Properties=species:S:1:pos:R:3:forces:R:3:lowdin_charge:R:1 method="wB97M-V/def2-TZVPD" molar_mass_g_mol=4525.43 homo_energy_ev=-9.906 lumo_energy_ha=-0.0106
Br -14.697135 0.672043 1.201975 0.014 0.073 -0.002 0.5516
Br -2.527816 5.290539 -4.412901 0.026 0.002 -0.012 0.5867
Br -6.325856 0.653349 6.703372 0.023 0.054 0.036 0.5808
Br 14.302946 4.370537 -4.725180 -0.017 0.014 0.009 0.5741
Br 0.883884 1.344714 -0.499860 -0.097 0.117 -0.013 0.6288
Br -2.355371 -8.022869 -2.742942 -0.008 0.020 0.011 0.5685
Br -4.793318 -7.556904 -0.756397 0.030 0.097 0.072 0.5528
Br 2.246665 8.026156 -9.090910 -0.004 -0.016 0.008 0.5723
Br -1.988747 -6.882894 5.612078 -0.003 -0.008 -0.005 0.5687
Br -1.856068 1.566377 9.225366 -0.026 -0.075 0.007 0.5529
Br 8.974243 4.136606 -6.235252 -0.021 -0.017 -0.116 0.5893
Br 14.084627 8.742969 -7.024379 0.051 0.022 -0.037 0.5525
Br -0.467807 -4.547719 4.088183 -0.016 -0.146 0.213 0.6561
Br -5.722408 -2.496616 -0.295008 0.044 0.092 -0.115 0.5665
Br 1.211704 4.236264 9.212719 -0.021 0.043 0.025 0.5580
Br 3.926846 1.947583 -1.256412 -0.050 0.083 0.044 0.5813
Br 7.105835 0.653081 -1.649351 0.127 -0.049 -0.085 0.5566
Br -12.678650 2.281683 3.800605 -0.015 -0.004 0.059 0.5172
Br 0.484147 6.291983 -4.640192 0.005 -0.051 0.006 0.5765
Br 1.083397 -7.216624 4.848243 -0.019 0.008 0.005 0.5684
Br 1.385586 4.989437 -9.494164 0.006 0.010 0.002 0.5587
Br 11.546905 3.728609 -3.270401 -0.042 -0.018 0.067 0.5551
Br 16.303534 7.942647 -4.884261 -0.017 0.006 -0.006 0.5593
Br -10.911810 4.917873 3.840083 0.009 -0.014 -0.005 0.5631
Br -6.136494 -10.819928 -2.171514 -0.029 -0.018 -0.084 0.5663
Br -4.822053 -0.478638 2.005255 0.066 0.038 -0.161 0.6179
Br -8.348355 0.041637 -0.834401 -0.155 0.041 0.069 0.5565
Br -7.411442 -8.374657 -3.778619 -0.003 -0.011 -0.005 0.5962
Br -5.209817 -2.314237 6.375998 -0.071 0.053 -0.057 0.5822
Br -9.858380 2.275188 5.273358 0.006 -0.001 0.011 0.5459
Br -4.607711 -3.643579 2.391423 0.156 0.081 0.163 0.5887
Br -14.687645 3.852541 0.880596 0.012 -0.035 0.001 0.5623
Br -8.989787 -11.119908 -3.543781 0.009 0.014 0.004 0.5808
Br 2.245600 1.756362 7.527363 -0.019 -0.052 -0.008 0.5621
Br -0.371840 3.497352 -5.916202 0.050 0.055 -0.042 0.5803
Br 8.034932 3.645140 -1.089749 -0.023 0.017 0.005 0.5766
Br -9.812410 -1.229559 1.717163 -0.072 -0.054 -0.123 0.5518
Br -4.343556 1.870723 11.196536 0.021 0.002 -0.026 0.5724
Br 7.900011 6.916254 -5.112773 -0.037 -0.033 -0.028 0.5765
Br 14.217472 10.252177 -4.232139 0.000 -0.017 -0.002 0.5639
Br -3.895316 -5.236338 -2.725519 0.011 0.026 -0.015 0.5641
Br 3.818041 5.712068 -7.575195 -0.024 0.001 0.045 0.5461
Br -15.912357 2.018334 -1.405234 -0.003 -0.005 0.010 0.5726
Br 1.736456 4.238046 -1.500170 0.015 0.095 -0.067 0.5973
Br 11.967914 6.543831 -4.677751 0.033 -0.046 0.045 0.5486
Br -7.547928 -1.223945 4.475376 0.020 -0.056 0.051 0.5394
Br -3.656181 4.162551 9.096963 -0.055 0.037 0.003 0.5638
Br 2.750962 1.864376 10.668212 -0.017 0.001 -0.021 0.5694
Br -9.852151 1.910495 1.250805 -0.040 0.053 -0.038 0.5682
Br 6.124793 4.289138 -4.833608 -0.053 -0.016 -0.017 0.5553
Br 9.646254 1.221234 0.182298 -0.010 -0.008 -0.031 0.5917
F -0.845703 -1.879770 -0.007152 -0.044 0.231 -0.202 0.1536
F 0.422738 -5.017393 0.930615 0.063 0.055 0.131 0.1057
F -0.947161 -2.722253 1.961661 -0.147 -0.016 0.134 0.0802
F -1.595908 -4.549564 0.229600 0.003 -0.017 0.010 0.0865
F 0.974724 -2.359062 1.069716 0.312 0.075 -0.072 0.1851
N 4.429081 -3.285250 1.669321 0.036 0.077 -0.264 0.1393
C -5.965173 -0.790948 5.476526 -0.050 -0.029 0.055 -1.6420
C 2.123572 6.285849 -8.279054 0.007 -0.014 -0.017 -1.6592
C 0.172661 -4.187480 -1.271437 0.231 -0.487 -0.068 -0.0656
C 1.699609 -4.034701 -1.427433 -0.364 0.557 -0.059 -0.1608
C 15.227630 9.361960 -5.607021 -0.020 -0.004 0.004 -1.6440
C -0.288434 -4.160328 0.169387 -0.522 0.206 -0.427 -0.4528
C -0.682936 4.761141 -4.504724 -0.021 -0.025 0.061 -1.6479
C 4.740572 -4.883010 -0.168234 -0.364 0.429 -0.163 -0.0389
C 2.284790 2.661048 -0.546823 -0.021 -0.082 -0.001 -1.6068
C 2.117966 -2.614185 -1.910083 0.285 -0.102 -0.164 -0.1344
C -4.505423 -2.182123 1.150532 -0.072 -0.230 0.044 -1.5983
C -11.404510 3.319902 4.796155 0.044 -0.083 -0.009 -1.6282
C -8.863916 0.285489 1.004644 0.129 0.058 0.091 -1.6341
C -15.606683 2.212998 0.484189 -0.015 -0.025 -0.046 -1.6403
C -3.628744 2.272962 9.457016 0.011 -0.011 -0.053 -1.6530
C 7.927158 1.855463 -0.391429 -0.042 0.008 0.011 -1.6291
C 4.565851 -3.487030 0.420506 -0.004 -0.320 0.174 -0.4483
C -0.306998 -5.983317 5.353219 -0.013 0.006 -0.076 -1.6369
C 4.536347 -2.317776 -0.529737 0.166 0.337 -0.184 -0.1187
C -7.757759 -9.921971 -2.682601 0.008 -0.042 0.030 -1.6360
C -4.043270 -7.136080 -2.472326 0.020 -0.029 0.024 -1.6521
C 12.405012 4.671845 -4.710518 -0.047 0.022 -0.039 -1.6499
C 2.566836 2.886527 9.049598 0.018 0.019 -0.016 -1.6565
C 7.904124 5.006409 -4.896722 0.096 0.017 0.169 -1.6448
C -0.264585 -2.758406 0.817600 0.020 -0.181 0.100 -0.5647
B 3.081312 -1.836929 -0.942469 -0.152 0.056 0.157 -0.1819
H -11.879736 3.627839 5.715866 0.004 0.020 -0.003 -0.0301
H 2.707371 -0.787623 -0.520632 0.154 -0.096 0.015 0.0012
H 2.148319 -4.236831 -0.456586 0.095 -0.235 -0.116 0.0789
H -4.725831 -7.511034 -3.221776 0.003 -0.017 0.004 -0.0943
H 1.439824 6.368610 -7.446308 -0.011 -0.023 0.017 -0.0946
H -5.228218 -0.440068 4.769174 0.028 0.000 0.015 -0.0933
H 7.283279 1.887476 0.476118 0.007 0.023 0.007 -0.0264
H 5.655714 -5.339079 0.208243 -0.040 -0.040 -0.019 0.0839
H -4.272621 1.797293 8.728252 0.064 -0.001 0.024 -0.0824
H 8.365949 4.789809 -3.942536 0.034 0.002 -0.011 -0.0828
H 4.766706 -4.841865 -1.257725 0.138 -0.103 0.040 0.0748
H -7.957542 0.373966 1.588620 0.055 -0.027 -0.046 -0.0693
H -8.230082 -9.570485 -1.776710 0.010 0.025 -0.003 -0.0262
H 4.466794 -4.170940 2.176352 -0.029 0.037 0.014 0.0548
H 3.873854 -5.486932 0.107978 0.206 -0.156 0.107 0.0751
H -3.502589 -2.144563 0.749040 0.009 -0.029 0.012 -0.0501
H 2.480316 2.957338 0.473580 -0.004 0.002 0.002 -0.0248
H -0.441216 4.265221 -3.574764 0.008 0.014 0.005 -0.0798
H 2.663387 -2.727058 -2.858455 -0.017 0.040 0.026 0.1112
H 2.050221 -4.781333 -2.137630 0.052 -0.047 0.144 0.1167
H 12.008613 4.270546 -5.632262 -0.017 -0.002 0.007 -0.0597
H 3.506605 3.390172 8.876568 0.005 -0.004 0.023 -0.0328
H -0.153121 -5.163286 -1.643652 0.017 0.005 0.106 0.1254
H -16.574365 2.261594 0.961472 0.003 0.000 0.009 -0.0304
H -0.026756 -5.558601 6.303870 0.032 0.031 0.055 -0.0321
H -0.380013 -3.447922 -1.850309 0.016 0.034 0.112 0.1267
H 1.243630 -2.006589 -2.156201 -0.031 -0.083 0.086 0.0880
H 5.086095 -2.560478 -1.448665 -0.044 -0.140 0.057 0.1078
H 15.902094 10.089852 -6.033235 -0.007 0.010 0.003 -0.0325
H 5.056213 -1.474541 -0.069968 -0.057 -0.099 0.122 0.0798

=====

[3]
64
Properties=species:S:1:pos:R:3:forces:R:3:nbo_charge:R:1 method="wB97M-V/def2-TZVPD" total_charge=+2 relative_energy_kj_mol=436.3 molar_mass_g_mol=579.39 homo_energy_ev=-14.069 lumo_energy_ha=-0.2216
Sb 0.850906 2.761284 0.862900 0.764 0.401 0.141 1.0650
S -1.162451 1.658661 1.985701 0.206 0.397 -0.549 1.3065
O -1.351699 0.136952 2.029779 0.114 -1.804 1.029 -1.1464
N 1.224918 -0.189270 1.711288 0.481 1.099 -0.222 -0.6846
N -0.131520 -5.716124 -1.550278 -0.094 -0.063 0.033 -0.7201
N 1.566675 1.505070 -1.794710 -0.305 1.284 0.653 -0.4774
N -0.103036 -2.047495 0.303837 -0.648 -1.195 -1.135 -0.7785
N -1.362986 0.573070 -0.441935 0.431 0.513 0.955 -0.6805
C -1.075868 -4.192411 -0.081959 -1.496 -0.144 0.557 -0.3213
C 2.784894 -0.883696 3.409775 -0.317 -0.795 -0.238 -0.2291
C 0.972349 -2.474583 -0.443408 -1.224 0.560 1.305 0.0747
C -0.261192 1.709319 3.653263 0.039 -0.267 -0.204 -0.8427
C 1.745091 1.555489 -3.115730 -0.271 0.030 0.160 0.2289
C 0.070984 3.413700 -1.985754 0.685 0.665 0.185 -0.2869
C -1.760559 0.394979 -1.699860 -1.044 -2.495 -0.928 0.2896
C 0.754985 -2.273324 3.031395 -0.384 1.074 -0.453 -0.6673
C 1.620723 -1.093570 2.622656 0.378 -0.013 0.947 0.2702
C 1.888115 1.035189 1.665300 -1.589 -0.694 -0.090 -0.0836
C 0.324854 3.495049 -3.352341 -0.007 -1.862 -1.635 -0.1404
C -1.177358 -0.798456 -2.528440 -0.849 2.264 0.178 -0.6479
C -2.891429 1.053463 -2.185789 0.192 1.076 -0.810 -0.2449
C 2.909355 1.358276 2.513118 0.816 -1.626 -0.551 -0.2830
C 0.822933 2.487852 -1.241758 -0.897 -0.580 -0.719 -0.1450
C -0.050272 -4.555278 -0.902708 1.213 -0.731 -0.974 0.2694
C 1.142931 2.513030 -3.954072 0.112 0.169 2.009 -0.2231
C 1.026381 -3.674575 -1.053452 0.454 -0.422 -0.980 -0.3019
C -2.008867 1.473812 0.340233 -0.539 -0.529 -0.749 -0.0065
C -3.198585 2.056760 -0.033141 1.383 1.095 0.325 -0.2859
C -3.527217 1.981232 -1.357297 -1.037 -1.608 -1.083 -0.1022
C 3.459480 0.324483 3.276405 1.329 -1.161 1.750 -0.1195
C 2.632044 0.518773 -3.683758 1.894 1.232 -1.423 -0.6568
C -2.433649 2.746891 2.543125 0.959 -0.032 1.332 -0.8210
C -1.128449 -2.952269 0.398919 -0.668 3.586 1.230 0.0974
Be -0.438183 -0.475056 0.847174 1.133 -0.043 -0.229 1.6887
H -2.055653 3.055475 3.489842 -0.085 0.913 0.557 0.2580
H -3.243611 2.097093 2.773583 -1.009 -0.523 -0.063 0.2661
H 3.193218 0.968030 -4.552841 -0.695 -0.516 0.592 0.2364
H -1.019363 -6.175530 -1.460897 0.119 -0.540 -0.371 0.4084
H 3.435157 0.197712 -3.033667 -0.203 -0.086 0.551 0.2402
H 0.224835 2.677212 3.695213 -0.097 0.404 0.188 0.2205
H 0.960296 -3.202657 2.535609 -0.163 -0.293 -0.678 0.2465
H 3.408342 2.284388 2.404763 0.313 0.919 0.229 0.2469
H -4.434528 2.465331 -1.660934 -0.184 0.305 -0.480 0.2428
H -0.969675 1.599671 4.462334 -0.212 -0.024 0.173 0.2466
H -2.691895 3.550932 1.896539 0.027 0.463 -0.351 0.2633
H -0.293252 -1.968483 3.044577 -0.028 -0.320 -0.584 0.2372
H -1.173632 -0.506251 -3.576705 0.115 -0.011 -0.047 0.2397
H 2.107347 -0.320280 -4.052544 -0.675 -1.029 -0.386 0.2297
H -1.927249 -4.813840 0.051657 -0.541 -0.556 0.035 0.2419
H 4.423413 0.385216 3.870474 -1.306 0.513 -0.859 0.2598
H 3.075289 -1.762465 4.097918 -0.173 1.880 -1.127 0.2606
H -3.712679 2.731414 0.633769 -0.266 -0.270 -0.336 0.2363
H -2.060938 -2.465718 0.842228 1.216 -1.280 -0.306 0.2242
H 1.412414 2.417511 -4.988315 -0.322 0.526 -0.420 0.2415
H -0.606712 4.156320 -1.529895 0.524 -0.477 -0.053 0.2351
H 0.477128 -5.920563 -2.320617 0.018 -0.257 -0.055 0.4168
H 1.791554 -1.819628 -0.519119 0.798 0.998 -0.103 0.2259
H 1.832902 -3.905982 -1.762042 -0.227 0.074 0.595 0.2474
H -0.197094 -0.915885 -2.181504 1.582 -0.425 0.179 0.2205
H -0.195684 4.128524 -4.063149 -0.039 0.461 0.549 0.2437
H 0.920753 -2.479956 4.052614 0.623 -0.105 1.296 0.2437
H 0.512726 0.958769 3.769867 -0.182 -0.174 -0.146 0.2341
H -3.221861 0.893137 -3.242588 0.346 0.153 1.185 0.2529
H -1.705843 -1.736727 -2.464649 -0.488 -0.105 0.422 0.2399